[1]
Entry from the OMol25 dataset: a structure of composition C46H53CrFN5O9PS2Te (the ωB97M-V functional and the def2-TZVPD basis).

CARTESIAN COORDINATES (ANGSTROEM)
Cr 0.5341 -2.6977 -0.8131
C -6.8584 -2.8234 0.2421
C -5.5659 -3.4456 -0.2034
C -5.5456 -4.4502 -1.1673
C -4.3503 -4.9813 -1.6215
C -3.1532 -4.5176 -1.0983
C -3.1499 -3.5350 -0.1236
C -4.3544 -3.0041 0.3133
S -1.6532 -5.2454 -1.7108
O -1.5237 -4.8921 -3.0963
O -1.7123 -6.6467 -1.3662
N -0.4720 -4.5439 -0.8790
C -0.0318 -4.9957 0.3377
C -0.2879 -6.1402 1.0949
C 0.4338 -6.2792 2.2638
C 1.3861 -5.3351 2.6553
C 1.5666 -4.2246 1.8536
N 0.8373 -4.0710 0.7587
H -7.7150 -3.4065 -0.0949
H -6.9568 -1.8143 -0.1635
H -6.9069 -2.7446 1.3289
H -6.4814 -4.8122 -1.5781
H -4.3447 -5.7515 -2.3816
H -2.2169 -3.1468 0.2614
H -4.3477 -2.2140 1.0564
H -0.9972 -6.8797 0.7568
H 0.2702 -7.1572 2.8764
H 1.9752 -5.4651 3.5508
H 2.2973 -3.4542 2.0632
C 5.2575 2.8225 1.4901
C 5.4140 2.2282 0.0963
N 4.2525 1.4550 -0.3043
C 4.2858 0.0940 -0.1730
C 3.2365 -0.7022 -0.4908
C 3.4048 -2.1866 -0.3764
O 4.3953 -2.6594 0.1560
O 2.4452 -2.9090 -0.8734
C 2.0342 -0.1160 -0.9943
O 0.9301 -0.7954 -1.1385
C 2.0491 1.2622 -1.2856
C 0.9364 1.8835 -1.9091
C 0.9113 3.2462 -2.0179
F -0.1492 3.8401 -2.6354
C 1.9184 4.0711 -1.5418
C 3.0675 3.4593 -0.9810
C 3.1471 2.0829 -0.8766
N 1.8226 5.5036 -1.5849
C 2.1459 6.0739 -2.8785
C 2.3725 7.5681 -2.7416
N 1.1318 8.1779 -2.1399
C 0.8006 7.5514 -0.8081
C 0.6024 6.0695 -1.0465
H 6.1263 3.4301 1.7447
H 5.1627 2.0311 2.2336
H 4.3635 3.4442 1.5603
H 6.2748 1.5595 0.0631
H 5.5893 3.0046 -0.6528
H 5.1979 -0.3396 0.2118
H 0.1129 1.2914 -2.2716
H 3.8399 4.1016 -0.5866
H 1.3534 5.8860 -3.6257
H 3.0591 5.6149 -3.2550
H 2.5522 8.0642 -3.6938
H 3.1820 7.7797 -2.0445
H 0.3486 7.9961 -2.7730
H 1.2246 9.1886 -2.0584
H -0.0910 8.0473 -0.4278
H 1.6535 7.7461 -0.1595
H -0.2667 5.9264 -1.7082
H 0.3584 5.5797 -0.1040
C 1.0641 -1.0342 -4.3155
C -0.4153 -1.2842 -4.4771
O -1.1642 -0.4245 -3.5836
P -1.9771 -1.1151 -2.3910
O -1.1089 -2.1833 -1.7693
Te -2.9755 0.5708 -1.0831
O -3.1018 -1.9729 -3.1391
C -4.0505 -1.3198 -3.9882
C -4.9370 -2.3743 -4.6072
H 1.6172 -1.6151 -5.0553
H 1.4129 -1.3199 -3.3230
H 1.2933 0.0232 -4.4593
H -0.6757 -2.3284 -4.2862
H -0.7475 -1.0204 -5.4843
H -3.5068 -0.7603 -4.7574
H -4.6264 -0.6046 -3.3914
H -4.3498 -3.0783 -5.1960
H -5.6758 -1.9024 -5.2579
H -5.4592 -2.9286 -3.8325
O -0.3986 -1.7800 1.1514
S -0.2845 -0.3007 1.4321
C 1.1781 -0.2062 2.5064
C 1.4859 1.2095 2.9180
C 1.4412 2.2580 2.0033
C 1.7458 3.5503 2.4062
C 2.0954 3.8150 3.7221
C 2.1434 2.7748 4.6388
C 1.8366 1.4837 4.2382
C -1.5888 0.0205 2.6543
C -1.5465 -0.8674 3.8569
C -1.1448 -0.3622 5.0902
C -1.0596 -1.1904 6.2000
C -1.3714 -2.5366 6.0847
C -1.7765 -3.0473 4.8597
C -1.8678 -2.2194 3.7519
H 1.9805 -0.6244 1.8903
H 1.0311 -0.8566 3.3703
H 1.1777 2.0701 0.9725
H 1.7153 4.3493 1.6750
H 2.3298 4.8253 4.0332
H 2.4201 2.9673 5.6673
H 1.8712 0.6716 4.9543
H -2.4909 -0.1116 2.0533
H -1.5108 1.0788 2.9112
H -0.8994 0.6897 5.1787
H -0.7521 -0.7827 7.1545
H -1.3046 -3.1852 6.9483
H -2.0223 -4.0968 4.7622
H -2.1783 -2.6215 2.7984

## Properties
Spin multiplicity ... 5
<S²> ... 6.057
Net charge ... 0
Energy relative to the best compared isomer or geometry (same formula, charge and spin) ... 113.0 kJ/mol
LUMO (spin up / spin down) ... -1.4 / -1.4 eV
Frontier orbital gap (spin up / spin down) ... 3.29 / 4.96 eV

Atom charges from the Mulliken analysis, given in e for atoms 1 to 6: Cr -0.09; C -1.47; C 0.91; C -1.01; C -0.81; C 0.09

***

[2]
Entry from the OMol25 dataset: a structure of composition C46H54AsN3SSbW at a distorted geometry (the ωB97M-V functional and the def2-TZVPD basis).

CARTESIAN COORDINATES (ANGSTROEM)
W -0.7762 -0.9586 0.7753
N -0.4755 -2.2218 2.6793
C -0.6553 -3.7071 2.6632
C -2.1190 -4.1039 2.6130
C -2.8940 -3.5728 1.4072
C -2.2092 -3.8262 0.0694
N -1.4874 -2.6025 -0.4526
H 0.4955 -2.0416 2.9326
H -1.0345 -1.8406 3.4433
H -0.1863 -4.1279 3.5537
H -0.0974 -4.0900 1.8056
H -2.6209 -3.7975 3.5347
H -2.1550 -5.1954 2.6123
H -3.0710 -2.4945 1.5078
H -3.8892 -4.0167 1.3969
H -2.9225 -4.1196 -0.6989
H -1.4708 -4.6244 0.1391
H -2.1091 -2.1439 -1.1179
H -0.6761 -2.9076 -0.9902
C -1.1326 0.1741 6.2214
C -1.4916 0.2297 4.7713
C -0.6197 0.7776 3.8291
C -0.9633 0.9158 2.4819
C -0.0330 1.7876 1.6437
C -2.2232 0.3995 2.0339
As -3.0120 0.5899 0.1450
N -1.2030 0.3038 -0.5630
C -0.6075 0.9373 -1.6756
C -0.5908 2.3235 -1.8245
C 0.0437 2.8695 -2.9307
C 0.6451 2.0531 -3.8800
C 0.6161 0.6734 -3.7295
C -0.0102 0.1124 -2.6280
C -3.3904 2.4767 -0.1185
C -3.7680 2.7379 -1.4530
C -3.8470 1.7120 -2.5548
C -4.0822 4.0440 -1.8163
C -4.0548 5.0847 -0.9038
C -4.4151 6.4823 -1.2968
C -3.7211 4.7877 0.4170
C -3.3946 3.5114 0.8444
C -3.1391 3.3311 2.3182
C -3.1111 -0.1679 2.9842
C -4.5063 -0.6349 2.6687
C -2.7296 -0.2250 4.3214
H -0.1064 0.4878 6.3953
H -1.2666 -0.8326 6.6187
H -1.7915 0.8306 6.7917
H 0.3285 1.1795 4.1669
H 0.4793 2.4702 2.3204
H -0.6037 2.3650 0.9193
H 0.7659 1.2579 1.1024
H -1.0718 2.9715 -1.1056
H 0.0617 3.9441 -3.0524
H 1.1318 2.4941 -4.7385
H 1.0740 0.0297 -4.4696
H -0.0412 -0.9642 -2.5103
H -3.8302 0.6692 -2.2241
H -3.0240 1.8428 -3.2593
H -4.7776 1.8414 -3.1060
H -4.3706 4.2413 -2.8414
H -4.5921 6.5630 -2.3665
H -3.6224 7.1784 -1.0220
H -5.3193 6.8013 -0.7772
H -3.7436 5.5855 1.1495
H -3.4171 4.2423 2.8420
H -2.0902 3.1427 2.5452
H -3.7332 2.5230 2.7468
H -4.7547 -0.6376 1.6086
H -5.2206 0.0202 3.1712
H -4.6751 -1.6391 3.0588
H -3.4341 -0.6273 5.0406
S 1.3997 -2.0007 0.3181
Sb 3.2697 -1.3372 -0.9822
C 4.8002 -2.5122 -0.1909
C 4.6263 -3.2437 0.9789
C 5.6657 -4.0329 1.4481
C 6.8636 -4.0932 0.7533
C 7.0299 -3.3718 -0.4209
C 5.9976 -2.5818 -0.9003
C 3.8152 0.6771 -0.9304
C 2.8656 1.6863 -0.8436
C 3.2690 3.0119 -0.8230
C 4.6176 3.3277 -0.9047
C 5.5647 2.3186 -1.0071
C 5.1696 0.9902 -1.0127
C 2.8732 -1.9263 -2.9484
C 1.8492 -2.8132 -3.2575
C 1.6368 -3.1913 -4.5747
C 2.4505 -2.6846 -5.5787
C 3.4789 -1.8064 -5.2702
C 3.6929 -1.4225 -3.9543
H 3.6949 -3.2026 1.5286
H 5.5397 -4.6043 2.3574
H 7.6700 -4.7111 1.1229
H 7.9600 -3.4308 -0.9685
H 6.1373 -2.0550 -1.8373
H 1.8091 1.4420 -0.8358
H 2.5308 3.7995 -0.7564
H 4.9335 4.3616 -0.8900
H 6.6157 2.5646 -1.0688
H 5.9304 0.2211 -1.0529
H 1.2416 -3.2414 -2.4672
H 0.8504 -3.8918 -4.8204
H 2.2885 -2.9836 -6.6051
H 4.1146 -1.4194 -6.0545
H 4.4876 -0.7176 -3.7353

## Properties
Spin multiplicity ... 3
<S²> ... 2.080
Net charge ... +3
Energy relative to the best compared isomer or geometry (same formula, charge and spin) ... 0.0 kJ/mol
LUMO (spin up / spin down) ... -9.5 / -8.9 eV
Frontier orbital gap (spin up / spin down) ... 6.02 / 6.67 eV

Atom charges from the Mulliken analysis, given in e for atoms 1 to 6: W 0.60; N -0.56; C -0.72; C -1.06; C 0.59; C -0.92

***

[3]
Entry from the OMol25 dataset: a structure of composition C46H55As3CaGeN2O2S5 (the ωB97M-V functional and the def2-TZVPD basis).

CARTESIAN COORDINATES (ANGSTROEM)
Ca -0.0350 0.1520 -0.0609
O -0.0327 7.7169 0.6171
C -0.3590 7.2006 1.8197
O -0.6093 7.9142 2.7452
C -0.4057 5.7028 1.9124
C 0.4490 4.8876 1.1854
C 0.3231 3.5153 1.2750
C -0.6607 2.9421 2.0680
C -1.4946 3.7599 2.8203
C -1.3517 5.1320 2.7542
N -0.7638 1.5224 2.0062
C -1.3749 0.8631 2.8978
C -1.4597 -0.6099 2.8475
C -2.1681 -1.2760 3.8273
C -2.1914 -2.6628 3.8190
C -1.4780 -3.3301 2.8442
C -0.7931 -2.5880 1.8925
N -0.7898 -1.2482 1.8661
H 0.0161 7.0265 -0.0539
H 1.2200 5.3133 0.5518
H 0.9878 2.8647 0.7220
H -2.2911 3.3413 3.4255
H -1.9986 5.7843 3.3281
H -1.8291 1.3375 3.7682
H -2.6927 -0.7145 4.5904
H -2.7499 -3.2079 4.5694
H -1.4506 -4.4115 2.8026
H -0.2377 -3.0926 1.1167
C 2.0001 -0.4765 3.4005
As 2.3161 0.1424 1.5732
C 3.3264 1.7381 2.0715
C 3.7472 -1.1560 1.1981
C 4.5682 -1.1126 -0.1088
C 5.5978 -2.2411 0.0409
C 3.7237 -1.4038 -1.3612
As 2.3799 -0.0954 -2.0068
C 1.9336 -1.1136 -3.6165
C 3.4768 1.1952 -2.9700
C 5.2652 0.2576 -0.2111
As 6.7373 0.7328 -1.4696
C 8.2187 -0.0429 -0.4445
C 6.7722 -0.5993 -2.9165
H 2.9108 -0.3742 3.9847
H 1.6896 -1.5189 3.3996
H 1.2182 0.1235 3.8617
H 4.2478 1.4466 2.5716
H 2.7151 2.3221 2.7571
H 3.5642 2.3519 1.2067
H 3.2643 -2.1338 1.2889
H 4.4351 -1.0658 2.0388
H 5.0967 -3.2037 0.1840
H 6.2421 -2.0619 0.9064
H 6.2322 -2.3234 -0.8394
H 3.1557 -2.3292 -1.2102
H 4.3912 -1.5755 -2.2053
H 2.8520 -1.3596 -4.1473
H 1.3071 -0.4954 -4.2579
H 1.3942 -2.0257 -3.3746
H 4.2891 0.6710 -3.4661
H 3.8773 1.9748 -2.3273
H 2.8361 1.6641 -3.7157
H 5.7239 0.4931 0.7534
H 4.5104 1.0247 -0.3788
H 8.1741 0.2981 0.5899
H 9.1543 0.3118 -0.8749
H 8.2148 -1.1333 -0.4647
H 6.0719 -0.3434 -3.7087
H 6.6052 -1.6270 -2.6031
H 7.7792 -0.5304 -3.3313
C 2.1305 4.5697 -4.2327
C 1.1694 3.9343 -5.0095
C 0.2167 3.1063 -4.4165
C 0.2182 2.8705 -3.0386
C 1.2052 3.5126 -2.2828
C 2.1410 4.3626 -2.8593
Ge -1.1399 1.7748 -2.0634
C -2.2900 3.1940 -1.2513
C -2.1988 4.5468 -1.6016
C -3.0934 5.4864 -1.0928
C -4.1045 5.0913 -0.2243
C -4.2166 3.7545 0.1341
C -3.3120 2.8225 -0.3703
C -2.3561 1.1455 -3.5063
C -1.8206 0.4577 -4.6023
C -2.6160 0.0480 -5.6701
C -3.9804 0.2966 -5.6498
C -4.5363 0.9667 -4.5659
C -3.7332 1.3897 -3.5113
H 2.8589 5.2274 -4.6925
H 1.1507 4.0909 -6.0835
H -0.5464 2.6596 -5.0396
H 1.2429 3.3458 -1.2101
H 2.8842 4.8610 -2.2421
H -1.4308 4.8634 -2.3006
H -3.0145 6.5280 -1.3894
H -4.8056 5.8232 0.1646
H -5.0130 3.4387 0.8032
H -3.4244 1.7731 -0.0968
H -0.7545 0.2468 -4.6297
H -2.1689 -0.4696 -6.5141
H -4.6067 -0.0298 -6.4728
H -5.6004 1.1818 -4.5538
H -4.1859 1.9248 -2.6864
C 0.8602 -5.7257 -1.7445
S -0.7179 -5.6436 -0.8478
C -1.6608 -4.7254 -2.0096
C -1.5924 -3.3259 -2.2165
S -0.5381 -2.3058 -1.4211
S -2.6855 -2.7086 -3.4150
C -3.4063 -4.2279 -3.8530
S -4.5571 -4.3748 -4.9802
S -2.7601 -5.5835 -2.9712
H 1.5226 -6.3314 -1.1263
H 1.2729 -4.7272 -1.8737
H 0.7145 -6.2139 -2.7059

## Properties
Spin multiplicity ... 2
<S²> ... 0.786
Net charge ... +1
LUMO (spin up / spin down) ... -3.7 / -5.5 eV
Frontier orbital gap (spin up / spin down) ... 5.38 / 3.58 eV

Atom charges from the Mulliken analysis, given in e for atoms 1 to 6: Ca 1.25; O -0.48; C 0.43; O -0.54; C 0.27; C -0.96

***

[4]
Entry from the OMol25 dataset: a structure of composition C46H55AsGe2N3O3OsS (the ωB97M-V functional and the def2-TZVPD basis).

CARTESIAN COORDINATES (ANGSTROEM)
Os 0.6426 0.8795 0.1920
O 2.5051 1.2887 -0.3029
N 3.3898 1.4025 0.7002
C 4.6615 1.7035 0.3453
C 5.6118 1.8527 1.3097
C 5.2548 1.6915 2.6559
C 3.9581 1.3955 2.9851
C 2.9969 1.2592 1.9769
S 1.3108 0.9792 2.2645
H 4.8160 1.8035 -0.7180
H 6.6235 2.0928 1.0196
H 5.9999 1.8005 3.4316
H 3.6448 1.2675 4.0117
N -4.7308 -0.0030 0.0650
C -3.7129 0.2558 1.0720
C -2.3920 0.5027 0.3823
O -1.3453 0.5832 1.0142
O -2.4387 0.7147 -0.9017
H -4.8473 -0.9998 -0.0761
H -3.3987 0.6032 -1.1396
H -5.6256 0.3952 0.3098
H -3.5761 -0.5311 1.8168
H -3.9349 1.1843 1.6053
C -2.8112 3.4888 -2.6489
Ge -0.9850 4.0522 -2.1943
C 0.1129 3.4789 -3.7114
C -0.9286 6.0109 -2.0968
Ge -0.1824 3.2880 0.0017
C -1.5581 3.7417 1.3331
C -2.6937 4.4498 0.9357
C -3.6944 4.7802 1.8420
C -3.5769 4.4056 3.1712
C -2.4562 3.6987 3.5865
C -1.4639 3.3678 2.6752
C 1.4968 4.2320 0.4037
C 1.8467 4.5717 1.7090
C 3.0666 5.1778 1.9863
C 3.9559 5.4531 0.9574
C 3.6205 5.1208 -0.3491
C 2.4038 4.5106 -0.6192
H -3.2144 4.2102 -3.3619
H -3.4832 3.4436 -1.7931
H -2.7887 2.5124 -3.1320
H -0.2598 3.9899 -4.6012
H 0.0092 2.4072 -3.8756
H 1.1691 3.7223 -3.6013
H -1.2010 6.4262 -3.0684
H 0.0705 6.3612 -1.8371
H -1.6249 6.3927 -1.3506
H -2.8072 4.7665 -0.0932
H -4.5607 5.3373 1.5079
H -4.3514 4.6648 3.8813
H -2.3561 3.4017 4.6229
H -0.6128 2.7957 3.0228
H 1.1586 4.3777 2.5246
H 3.3156 5.4460 3.0055
H 4.9011 5.9358 1.1700
H 4.3035 5.3452 -1.1592
H 2.1632 4.2489 -1.6438
C -5.8214 -4.2878 0.7183
C -4.3972 -3.8075 0.6768
C -3.5695 -3.8937 1.7881
C -2.2458 -3.4655 1.7560
C -1.4145 -3.6619 3.0026
C -1.7211 -2.9157 0.5690
As 0.1136 -2.2279 0.8145
N 0.4313 -0.9502 -0.5227
C 0.8270 -1.0657 -1.8590
C 0.8900 0.1162 -2.6059
C 1.3450 0.1220 -3.9142
C 1.7027 -1.0678 -4.5294
C 1.5835 -2.2542 -3.8175
C 1.1471 -2.2638 -2.5025
C 1.3083 -3.7227 0.3608
C 2.6645 -3.4746 0.6442
C 3.1794 -2.1213 1.0646
C 3.5935 -4.5009 0.5121
C 3.2225 -5.7766 0.1197
C 4.2298 -6.8845 -0.0072
C 1.8822 -6.0012 -0.1632
C 0.9186 -5.0047 -0.0589
C -0.4929 -5.3645 -0.4466
C -2.5363 -2.8365 -0.5640
C -2.0243 -2.4014 -1.9163
C -3.8544 -3.2820 -0.4884
H -6.0651 -4.7181 1.6881
H -5.9976 -5.0477 -0.0441
H -6.5195 -3.4705 0.5284
H -3.9575 -4.3211 2.7061
H -2.0017 -4.1632 3.7701
H -1.0602 -2.7132 3.4093
H -0.5329 -4.2794 2.8089
H 0.5496 1.0700 -2.1800
H 1.3924 1.0551 -4.4606
H 2.0436 -1.0729 -5.5554
H 1.8381 -3.1945 -4.2898
H 1.0737 -3.1994 -1.9721
H 2.6763 -1.7664 1.9678
H 3.0192 -1.3804 0.2786
H 4.2492 -2.1736 1.2678
H 4.6366 -4.2934 0.7243
H 5.2357 -6.5333 0.2177
H 4.2312 -7.2957 -1.0176
H 3.9955 -7.7020 0.6763
H 1.5718 -6.9879 -0.4903
H -0.5031 -6.3319 -0.9457
H -0.9240 -4.6286 -1.1276
H -1.1559 -5.4274 0.4183
H -1.2257 -1.6662 -1.8525
H -2.8315 -1.9877 -2.5227
H -1.6325 -3.2628 -2.4645
H -4.4636 -3.2489 -1.3888

## Properties
Net charge ... +1
Energy relative to the best compared isomer or geometry (same formula, charge and spin) ... 0.0 kJ/mol
LUMO (spin up / spin down) ... -3.3 / -3.3 eV
Frontier orbital gap (spin up / spin down) ... 6.42 / 6.42 eV

Atom charges from the Mulliken analysis, given in e for atoms 1 to 6: Os 2.13; O -0.65; N 1.11; C -0.49; C -1.01; C -0.52

***

- Which of these has the highest net charge?
  C46H54AsN3SSbW